1.
Formula: C20H41N6O3PSTi
Source: OMol25
Level of theory: ωB97M-V with the def2-TZVPD basis set

Kohn-Sham gap (spin up / spin down)   8.15 / 8.32 eV
Net charge   +3
LUMO (spin up / spin down)   -9.70 / -9.58 eV
2S+1   2
HOMO (spin up / spin down)   -17.8 / -17.9 eV

```
73
C20H41N6O3PSTi | OMol25 | ωB97M-V with the def2-TZVPD basis set
H -2.17 -3.25 1.68
S -0.93 -1.09 2.98
H 0.82 1.73 -3.15
N -2.31 -1.80 0.15
H 5.21 2.45 -1.85
C -0.89 2.38 0.52
H 1.50 -2.64 2.21
C -0.79 0.53 3.48
N -0.64 1.49 2.56
C 2.34 0.09 2.17
H -2.48 -0.76 -1.68
H 0.53 3.44 1.75
N -0.95 1.27 1.22
H -3.58 -2.14 -1.53
C -3.24 1.66 -2.10
C -1.51 3.66 -1.55
H 3.98 2.54 -0.59
C -0.35 3.63 1.13
H 3.50 2.47 -2.30
P 1.74 0.78 -0.37
H -0.21 -1.12 -2.75
C -3.50 -1.22 0.84
H 1.07 -2.75 -1.51
C -3.31 2.82 -2.86
C 0.11 0.92 -3.32
O 1.50 -0.18 1.00
C 1.40 -3.01 -0.50
H -0.60 2.46 2.86
C 4.22 0.60 -1.50
C -0.83 -3.76 0.07
H -0.89 1.25 -3.06
H -0.80 1.80 5.08
N -0.75 0.85 4.76
H -0.84 -3.86 -1.01
H -3.59 -0.17 0.60
O 2.95 0.01 -1.04
C -2.57 -1.78 -1.31
H 2.53 1.17 2.22
H 0.13 0.67 -4.38
H -0.78 4.44 -1.35
C 4.22 2.11 -1.56
H 1.29 -4.30 1.65
H 1.49 -0.65 -2.81
H -0.07 4.35 0.37
C 0.49 -0.32 -2.54
H 3.49 -1.74 2.06
H -1.11 4.13 1.75
Ti -0.55 -0.78 0.57
O 0.46 -0.13 -1.08
C -2.39 3.82 -2.60
H -0.84 0.12 5.45
H -3.40 -1.33 1.92
N -2.39 1.48 -1.10
C 0.79 -3.34 1.78
H 4.19 -0.47 3.06
H -3.92 0.84 -2.31
H 1.76 -0.20 3.04
C -1.57 2.50 -0.78
C -2.15 -3.21 0.59
C 3.65 -0.67 2.13
H 2.23 -2.37 -0.22
H -2.38 4.72 -3.21
H -4.07 2.93 -3.62
H 4.99 0.23 -0.82
H -0.02 -3.50 2.48
H 4.28 -0.35 1.30
H -0.67 -4.76 0.48
N 0.28 -2.85 0.47
H 4.39 0.15 -2.48
H -4.41 -1.74 0.54
H -2.98 -3.82 0.22
H 1.75 -4.04 -0.51
H -1.87 -2.42 -1.84
```

2.
Formula: C5H7IO
Source: OMol25
Level of theory: ωB97M-V with the def2-TZVPD basis set

Kohn-Sham gap   9.24 eV
LUMO   0.33 eV
HOMO   -8.9 eV

```
14
C5H7IO | OMol25 | ωB97M-V with the def2-TZVPD basis set
O -0.67 2.32 -0.81
C -1.73 1.95 -0.68
I -4.52 -0.47 -0.03
H 0.84 0.13 2.45
C 0.73 -0.48 1.58
C 1.95 0.21 -0.71
H -3.00 -0.15 -0.61
H 1.70 1.23 -0.68
C 1.08 -0.36 0.31
H 1.78 0.00 -1.77
H -0.02 -2.29 0.50
C -0.09 -1.19 0.54
H -1.06 -0.79 0.25
H 3.01 -0.08 -0.34
```

3.
Formula: C41H35BBrClN2O6Ti
Source: OMol25
Level of theory: ωB97M-V with the def2-TZVPD basis set

Kohn-Sham gap (spin up / spin down)   3.64 / 5.77 eV
Net charge   -2
LUMO (spin up / spin down)   3.88 / 3.88 eV
2S+1   3
HOMO (spin up / spin down)   0.2 / -1.9 eV

```
88
C41H35BBrClN2O6Ti | OMol25 | ωB97M-V with the def2-TZVPD basis set
H -1.16 -3.25 -5.55
C -1.89 -3.39 -1.58
H -3.84 -3.24 5.25
B 1.71 1.31 -1.35
C 3.81 3.55 -4.72
C 3.45 2.39 -2.26
C -2.41 3.74 -0.40
H -3.80 0.38 4.51
Ti 0.28 0.06 -0.11
H 0.05 -0.53 -3.25
C -1.16 5.66 0.39
H -4.32 0.09 -3.60
N -0.72 -1.27 -1.44
C -3.56 0.64 0.13
C 2.52 -1.77 -0.56
H -2.87 2.42 3.71
H 1.19 -2.11 2.86
C -4.78 0.10 -0.25
H 3.10 -2.59 1.96
H -6.01 -0.54 -1.90
C -1.00 -2.36 -3.59
H -3.91 -2.03 6.54
C -4.12 0.26 -2.55
C 2.43 2.37 -3.20
H -1.38 -3.11 4.97
H -3.32 0.77 1.18
C 4.83 3.57 -3.78
H 5.78 4.04 -4.03
H 5.45 2.99 -1.78
C 2.58 2.95 -4.44
H -3.33 3.35 -0.80
Cl 7.29 -4.98 1.31
H -4.83 -1.80 5.06
C 0.92 -2.11 3.91
C -1.49 -2.07 4.67
C 0.60 0.62 3.04
C 5.90 -4.04 0.78
C -1.78 0.57 3.84
C -0.14 3.46 0.36
H 0.71 2.83 0.59
O 1.35 1.74 -2.68
C -0.40 -1.41 4.11
H -5.50 -0.20 0.51
H 1.78 2.92 -5.16
H -1.11 2.60 3.64
C -1.32 2.86 -0.17
Br -1.64 -2.17 0.98
C 4.95 -3.66 1.70
H -2.42 -4.16 -1.04
C -0.74 -2.36 -5.08
O 1.48 1.15 3.71
H -2.16 1.07 -2.90
C -2.84 -0.12 4.41
C -1.41 -2.31 -0.91
C -0.53 -1.34 -2.82
O 3.04 1.76 -1.13
H -1.97 2.00 2.24
C -1.94 1.97 3.34
C -2.72 -1.44 4.83
C 5.80 -3.71 -0.56
C -5.07 -0.10 -1.60
C -0.07 4.81 0.62
C 4.69 -2.98 -0.98
C -1.71 -3.44 -2.99
C -2.91 0.81 -2.16
C 4.67 2.99 -2.52
C 3.86 -2.92 1.27
H -3.18 5.72 -0.32
C -2.32 5.10 -0.12
C -2.61 1.01 -0.82
H 5.07 -3.93 2.74
H 4.57 -2.69 -2.01
O 0.49 0.67 1.76
H 0.87 -3.14 4.26
H 6.56 -4.02 -1.26
C -3.88 -2.17 5.45
H 0.85 5.21 1.03
H -1.10 6.72 0.60
H 3.97 4.00 -5.69
O 2.47 -1.50 -1.76
H -2.08 -4.26 -3.58
H 1.71 -1.59 4.45
C 3.72 -2.58 -0.07
C -0.55 -0.09 3.71
H 0.33 -2.34 -5.29
N -1.35 1.52 -0.42
O 1.69 -1.44 0.36
H -1.19 -1.48 -5.56
```

4.
Formula: C2H8N4O
Source: OMol25
Level of theory: ωB97M-V with the def2-TZVPD basis set

Kohn-Sham gap   11.57 eV
SMILES   [NH2+]=C1NO[C@@H]([NH3+])N1
Net charge   +2
LUMO   -7.74 eV
HOMO   -19.3 eV

```
15
C2H8N4O | OMol25 | ωB97M-V with the def2-TZVPD basis set
C -1.23 0.09 -0.12
H -2.92 0.04 0.81
N -0.76 1.30 0.19
H 1.47 -0.43 1.29
N 2.03 -0.20 0.40
C 0.99 0.16 -0.62
H 2.80 0.43 0.75
N -0.18 -0.60 -0.60
O 0.52 1.44 -0.23
H -2.50 -1.48 0.18
H 2.37 -1.08 0.13
N -2.40 -0.41 0.12
H -1.26 2.15 0.38
H 1.35 0.02 -1.58
H -0.29 -1.42 -1.10
```

5.
Formula: C4H7ClFN
Source: OMol25
Level of theory: ωB97M-V with the def2-TZVPD basis set

Kohn-Sham gap   10.03 eV
SMILES   F[C@@H](Cl)[C@@H]1CCN1
LUMO   0.92 eV
HOMO   -9.1 eV

```
14
C4H7ClFN | OMol25 | ωB97M-V with the def2-TZVPD basis set
F 0.69 -0.51 1.62
C 0.38 0.91 -0.12
H 0.17 -1.19 -0.28
N 1.61 0.81 -0.68
H -0.02 1.67 0.55
H 2.32 0.26 -0.09
H 1.01 -0.95 -1.88
H -0.37 1.83 -1.88
C -0.30 0.75 -1.46
H -1.11 0.01 -1.36
Cl -1.65 -0.66 0.94
C 1.11 0.16 -1.92
H 1.68 0.29 -2.99
C -0.04 -0.46 0.51
```

6.
Formula: C14H22BBrClN4O2
Source: OMol25
Level of theory: ωB97M-V with the def2-TZVPD basis set

Kohn-Sham gap   8.77 eV
Net charge   +1
LUMO   -3.43 eV
HOMO   -12.2 eV

```
45
C14H22BBrClN4O2 | OMol25 | ωB97M-V with the def2-TZVPD basis set
Br 6.07 -0.70 1.92
C 2.66 1.13 -1.68
N 0.88 1.26 -0.33
O 1.77 0.27 2.89
C 1.37 1.76 -1.54
N -2.86 2.08 2.07
H 3.39 1.24 -2.51
C -0.40 2.47 1.51
H -1.73 0.11 -0.64
H 1.60 -2.41 2.12
Cl 0.55 2.93 -2.56
C -4.86 -1.71 -2.96
C -4.61 -1.69 -1.46
H -3.72 0.66 0.81
H 5.82 2.41 0.88
H -5.54 -2.52 -3.23
H 2.24 -0.41 3.42
H 4.11 0.83 1.49
C -1.64 2.68 2.22
C 4.03 -0.49 -0.24
H 6.56 1.29 -0.37
B 1.46 -0.40 1.69
H 0.20 -1.74 2.54
C 4.88 0.39 0.79
C -1.63 0.87 0.17
C -0.34 1.51 0.41
H -1.61 3.46 3.02
H -6.42 -2.24 -0.99
H -5.33 -0.78 -3.28
H -3.92 -1.84 -3.51
H 3.77 -1.46 0.24
H -3.00 -3.15 -1.48
N 2.81 0.33 -0.54
H 4.67 -0.62 -1.14
C -2.76 1.20 1.04
C 1.73 0.37 0.29
N 0.88 -1.77 1.77
O -5.84 -1.50 -0.78
C 5.60 1.61 0.12
H -3.96 -0.85 -1.20
C -3.96 -2.98 -0.99
H 0.51 3.04 1.80
H -3.80 -2.96 0.10
H 4.99 2.10 -0.69
H -4.61 -3.84 -1.19
```

7.
Formula: C5H7NO
Source: OMol25
Level of theory: ωB97M-V with the def2-TZVPD basis set

Kohn-Sham gap   10.63 eV
SMILES   C#CCCNC=O
LUMO   0.84 eV
HOMO   -9.8 eV

```
14
C5H7NO | OMol25 | ωB97M-V with the def2-TZVPD basis set
H -1.66 1.53 -0.63
H 2.99 -0.54 0.72
N 1.05 -0.16 0.11
H 0.35 0.22 -1.81
C -1.91 -0.11 2.08
H -2.19 -0.32 3.09
C -1.63 0.16 0.94
O 2.90 0.42 -1.08
H 0.52 1.63 -0.79
C -1.30 0.51 -0.44
H 0.70 -0.39 1.03
C 2.40 -0.09 -0.09
H -1.84 -0.14 -1.13
C 0.20 0.58 -0.79
```

8.
Formula: C4H5N3S
Source: OMol25
Level of theory: ωB97M-V with the def2-TZVPD basis set

Kohn-Sham gap   7.69 eV
SMILES   N/N=C1\C=CNC1=S
LUMO   -0.50 eV
HOMO   -8.2 eV

```
13
C4H5N3S | OMol25 | ωB97M-V with the def2-TZVPD basis set
S -0.51 2.90 0.33
H -0.16 -1.98 -0.59
N 1.55 -0.26 -2.04
C 0.03 0.39 -0.28
H 2.42 0.12 -2.24
N -1.19 0.52 1.61
H -1.45 -1.64 1.71
C -0.64 1.36 0.70
N 0.99 0.68 -1.18
H -1.70 0.92 2.34
C -1.03 -0.89 1.13
C -0.25 -1.03 -0.01
H 1.94 -1.10 -1.50
```

9.
Formula: C18H39NOP2SiW
Source: OMol25
Level of theory: ωB97M-V with the def2-TZVPD basis set

Kohn-Sham gap (spin up / spin down)   6.44 / 6.35 eV
Net charge   +2
LUMO (spin up / spin down)   -8.42 / -7.93 eV
HOMO (spin up / spin down)   -14.9 / -14.3 eV

```
63
C18H39NOP2SiW | OMol25 | ωB97M-V with the def2-TZVPD basis set
H 0.31 1.88 -1.23
C 0.40 0.75 2.88
H 0.01 0.84 -4.90
H 2.83 -0.81 2.28
H 1.18 0.44 6.67
C -0.06 2.68 -1.99
H -1.23 -1.98 -3.31
C 1.22 3.16 2.88
C 3.44 -1.10 -1.52
H -4.43 -0.43 -0.78
N 0.36 0.74 1.54
C -0.42 -2.42 -2.73
H 4.75 1.11 0.05
C 0.96 0.52 5.60
H 0.27 -1.53 5.38
H 2.29 3.38 2.99
C -0.32 -1.67 2.81
H 3.26 -0.57 -2.47
O -1.86 2.08 -3.51
H -2.94 -1.51 1.57
W 0.25 0.38 -0.24
H -4.14 -0.22 1.44
H 4.53 -1.21 -1.38
P 2.71 -0.18 -0.09
H -2.44 2.42 1.05
H 1.36 1.31 -3.83
C 0.89 1.88 3.57
H -0.96 -1.46 1.94
H 0.66 -2.86 -0.39
H 1.00 3.17 1.82
H -0.90 -2.33 3.47
H 0.69 4.01 3.33
H -3.48 0.29 -2.11
H 0.19 0.08 -3.35
H -2.62 2.55 -0.77
H 3.39 1.90 0.94
C -3.45 -0.39 -1.26
C -0.65 2.01 -3.24
H -1.67 -2.45 -0.39
H 3.00 -2.10 -1.58
C 0.12 -0.47 3.56
Si -0.38 -1.94 -0.90
H 2.54 -2.23 1.24
H -0.78 3.32 -1.49
C 0.44 -0.56 4.90
H 3.47 1.99 -0.86
H -0.58 -3.50 -2.71
H 0.48 -2.30 2.37
C -2.87 1.98 0.13
H -3.18 -1.40 -1.60
C -3.06 -0.43 1.50
C 1.19 1.73 4.92
H 0.51 -2.25 -3.27
H 0.84 3.31 -2.13
H 4.17 -1.53 1.35
C 0.29 1.04 -3.87
H -2.66 0.06 2.40
C 3.68 1.36 0.02
H -3.97 1.92 0.24
H 1.62 2.59 5.44
P -2.27 0.27 -0.02
H 0.95 -0.87 -1.07
C 3.10 -1.29 1.32
```

10.
Formula: C51H40Cl2NO3P2V
Source: OMol25
Level of theory: ωB97M-V with the def2-TZVPD basis set

Kohn-Sham gap (spin up / spin down)   5.48 / 7.39 eV
LUMO (spin up / spin down)   -0.20 / -0.35 eV
2S+1   3
HOMO (spin up / spin down)   -5.7 / -7.7 eV

```
100
C51H40Cl2NO3P2V | OMol25 | ωB97M-V with the def2-TZVPD basis set
H -2.55 -2.25 2.53
H -0.66 3.23 -4.86
H 0.64 -3.87 2.59
C -1.27 -4.04 -0.65
C 2.59 -0.43 3.63
C -0.63 0.58 -5.29
C -3.45 0.32 2.79
C 5.81 -1.70 0.01
C 2.08 0.08 -5.58
H 2.94 1.67 3.34
C 1.68 -1.43 3.25
H 5.30 0.21 -0.80
H -3.78 4.57 -1.27
V 0.52 -1.40 0.50
C 0.71 2.05 -1.64
H 3.13 -0.13 -5.69
O 1.33 -0.07 -0.53
Cl 7.52 -1.37 0.00
H 3.24 4.00 0.55
C 4.00 -3.19 0.48
C -0.13 0.18 -6.52
H -2.61 -4.70 2.39
C 2.87 0.75 2.74
C -2.21 -2.75 1.63
C 1.47 -2.55 4.07
H -6.38 -1.50 -0.89
H 1.54 2.55 1.61
H -3.39 6.08 -3.20
C -1.56 2.66 -3.01
C -2.23 -4.13 1.55
C -1.12 0.86 2.99
C -2.02 4.73 -4.17
C 3.05 -1.66 5.66
H -1.69 0.76 -5.18
H 2.25 0.62 -3.52
H 2.10 0.88 1.98
N 1.00 -1.30 2.06
C -3.67 1.25 -1.02
H -0.52 -3.31 3.80
C 4.93 -0.75 -0.46
H 2.99 1.01 -1.06
H 3.97 0.21 5.13
C 3.54 -1.00 -0.45
H -1.75 -5.86 0.37
P -1.79 -0.12 0.51
C 3.26 -0.56 4.84
H -1.85 5.38 -5.01
C -2.18 0.36 2.23
H -4.29 -0.04 2.21
C 2.56 3.59 -1.44
H -5.06 2.35 -2.23
O 1.78 -2.62 -0.14
C 2.16 -2.65 5.27
C -5.62 -0.72 -0.93
C 0.68 1.94 -0.25
H 1.62 -0.40 -7.62
H 3.58 -1.75 6.60
H -0.49 1.66 4.88
C -2.48 3.05 -2.04
H -2.76 1.54 5.88
H -0.13 0.92 2.56
C -1.36 3.52 -4.09
Cl 3.42 -4.70 1.10
C -3.41 0.07 -0.33
C -2.89 5.12 -3.16
H 3.82 0.62 2.22
C 2.53 3.46 -0.06
C 0.52 -3.63 3.65
C 1.65 2.90 -2.23
O -2.67 2.19 -0.96
C -1.75 -4.78 0.41
C 5.36 -2.92 0.50
C -1.72 -1.98 0.56
C -5.85 0.45 -1.63
H 6.05 -3.65 0.90
C -2.60 1.21 4.86
H 2.00 -3.51 5.90
C -4.88 1.44 -1.68
C -4.41 -0.91 -0.29
C 3.07 -2.28 -0.04
C 1.58 2.65 0.53
P -0.58 1.14 -2.60
H 0.68 -4.54 4.23
H -0.80 0.05 -7.36
C -1.33 1.28 4.30
H -0.95 -2.08 -1.47
C 1.58 0.51 -4.36
C -3.66 0.74 4.10
H -6.79 0.61 -2.14
H 1.66 3.03 -3.30
C 1.23 -0.08 -6.67
H 3.29 4.24 -1.91
C 0.22 0.78 -4.20
H -4.65 0.69 4.53
H -0.06 1.30 0.21
H -0.88 -4.54 -1.53
H -4.23 -1.84 0.22
C -3.12 4.28 -2.08
C -1.26 -2.65 -0.59
C 2.63 0.04 -0.74
```

The following calculated total energy values (in eV) correspond, in order, to the records above: -79706.3537; -15442.8922; -164714.2300; -10192.0128; -20988.7927; -108165.4978; -8834.3098; -19531.4927; -51099.6609; -130478.3850.